ORCA calculation (the ωB97M-V functional and the def2-TZVPD basis) on a molecular structure, C47H50CaCl2Ge2NO4P2S4.

Last column: Mulliken charge in e.
CARTESIAN COORDINATES (ANGSTROEM)
C (-5.09, -1.94, -0.42)  0.2315
H (3.32, -4.92, 0.78)  0.5014
C (3.78, -4.12, 0.22)  -0.9184
C (-4.30, -3.24, 1.42)  0.1246
H (-1.47, 4.17, -1.56)  0.2303
H (6.05, 1.56, 0.77)  0.4155
C (2.98, 3.87, 1.48)  -0.6314
H (-5.78, 1.21, -1.70)  0.4715
C (5.75, -3.11, -0.73)  -0.7029
C (-1.67, -2.48, -1.39)  -0.3796
H (-1.44, 1.03, 4.65)  -0.0456
H (4.98, 3.04, -1.15)  0.3315
H (-2.11, 1.76, -4.56)  0.2784
C (-4.80, 1.57, -1.40)  -1.2079
C (4.97, -2.08, -1.24)  -0.4244
C (-3.38, -0.42, 3.32)  0.5828
C (-4.01, 0.77, 5.35)  -0.9428
C (3.00, -3.09, -0.27)  -0.1771
H (2.68, 1.57, -1.87)  0.6628
C (-5.83, -3.02, -0.88)  -0.8492
H (0.13, 1.90, 4.77)  0.4983
C (1.81, -1.19, -6.10)  -0.5387
C (4.80, -1.54, 2.71)  -0.6741
Ca (-0.26, 0.20, 0.36)  0.8123
C (4.34, 0.38, 1.35)  0.4012
H (-0.35, 1.85, -4.79)  0.2955
H (-1.34, 3.29, -5.05)  0.3466
C (6.16, -1.24, 2.66)  -0.6063
H (-7.04, 2.12, 0.83)  0.4700
C (-6.44, 1.32, 1.27)  -1.2445
Cl (0.33, -0.19, 3.73)  -0.0173
H (-3.51, -0.17, 7.21)  0.3537
H (2.83, -0.95, 2.10)  0.2632
O (1.18, -0.91, -0.94)  1.5036
H (6.82, -3.12, -0.91)  0.4412
C (-4.32, -2.02, 0.73)  0.0469
Cl (-0.95, 2.27, 2.72)  -0.0698
H (2.84, 5.83, 2.33)  0.4347
C (-0.45, 1.95, -2.21)  -0.0720
H (-1.70, 4.76, -3.23)  0.3898
C (-1.23, 2.40, -4.44)  -0.8857
H (4.50, 6.82, 0.79)  0.3913
C (1.27, -1.74, -3.82)  -0.2620
C (5.15, -4.13, -0.01)  -0.5505
H (-4.48, 1.63, 5.81)  0.4188
N (-1.05, 2.79, -3.05)  0.2558
P (3.11, 1.35, 0.47)  0.5304
C (-2.88, -1.33, 5.52)  -0.8631
H (-4.05, 1.00, -1.95)  0.2105
Ge (-4.59, 1.43, 0.56)  0.9353
C (-2.83, -1.42, 4.13)  -0.2408
C (-3.96, 0.68, 3.96)  0.1657
H (1.62, -1.29, -7.16)  0.4209
C (3.89, -0.73, 2.06)  -0.2000
H (-2.86, 3.34, 0.65)  0.0255
C (3.59, 3.08, 0.50)  0.5993
H (-3.82, 3.38, 2.13)  0.3690
C (3.09, -0.22, -4.31)  -0.3878
Ge (-3.24, -0.49, 1.33)  -0.6345
C (4.51, 3.64, -0.37)  -0.2013
H (0.63, -2.24, -3.10)  0.1497
H (4.46, -2.41, 3.26)  0.4762
C (-5.81, -4.22, -0.18)  -0.4906
C (4.84, 4.98, -0.27)  -0.7843
C (2.84, -0.36, -5.67)  -0.7371
H (1.93, -3.06, -0.07)  0.2929
O (1.74, 1.16, 1.03)  0.3834
H (-6.88, 0.36, 1.00)  0.3440
O (-0.43, 2.11, -0.98)  -0.9693
H (-4.38, 1.49, 3.38)  -0.0778
H (-2.33, -2.26, 3.68)  0.2820
H (5.45, -1.29, -1.82)  0.3760
C (3.25, 0.84, -1.28)  -1.5736
C (-1.61, -5.08, -1.96)  0.6555
H (-4.73, 2.62, -1.69)  0.3755
H (-2.88, 3.66, -2.49)  0.2151
C (3.31, 5.21, 1.58)  -0.6771
H (0.03, 1.09, -2.69)  0.3941
H (6.87, -1.88, 3.16)  0.4146
C (1.03, -1.87, -5.18)  -0.7539
H (2.24, 3.44, 2.13)  0.2930
H (-3.69, -3.35, 2.30)  0.1865
C (-1.25, -3.07, -0.26)  0.5073
C (-1.82, 3.91, -2.55)  -0.8412
H (-5.00, -5.26, 1.51)  0.4079
O (-1.64, -6.16, -2.51)  -0.6450
H (3.89, 0.44, -3.98)  0.3279
H (-6.47, 1.42, 2.35)  0.3670
H (3.44, 0.18, -6.38)  0.4251
H (-6.41, -2.93, -1.79)  0.4122
H (-4.51, 3.97, 0.62)  0.4393
H (7.66, 0.11, 1.92)  0.4257
S (-2.01, -3.55, -2.75)  -0.2261
C (-5.04, -4.32, 0.97)  -0.8007
H (5.76, -4.94, 0.38)  0.4193
S (-1.98, -0.79, -1.72)  -0.1691
C (3.60, -2.06, -1.00)  0.8233
C (-0.52, 1.30, 4.15)  -0.1879
C (6.60, -0.13, 1.96)  -0.7639
P (2.50, -0.79, -1.61)  -0.2123
C (-3.87, 3.21, 1.06)  -1.0425
C (2.31, -0.91, -3.39)  0.7422
H (-2.45, -2.13, 6.12)  0.4198
H (0.21, -2.50, -5.51)  0.4676
S (-0.86, -2.35, 1.29)  -0.4617
H (-6.37, -5.07, -0.54)  0.3670
C (4.24, 5.77, 0.71)  -0.5144
C (5.69, 0.69, 1.30)  -0.7246
H (4.29, 0.87, -1.58)  0.8303
S (-1.10, -4.82, -0.29)  -0.2132
H (5.56, 5.42, -0.95)  0.4145
H (-5.10, -1.03, -1.01)  0.1533
C (-3.47, -0.24, 6.13)  -0.6038

Results
- energy relative to the best compared isomer or geometry (same formula, charge and spin) (eV) = 0.309
- multiplicity = 2
- HOMO-LUMO gap (alpha / beta) (eV) = 5.1 / 5.9

***

ORCA calculation (the ωB97M-V functional and the def2-TZVPD basis) on 7 unconnected molecules or ions with the total composition C47H50F6NO3P.

Last column: Mulliken charge in e.
CARTESIAN COORDINATES (ANGSTROEM)
H (1.52, 6.58, -0.39)  0.3489
C (-4.41, 1.43, -5.31)  -0.2761
C (0.11, -2.80, -1.43)  0.1019
C (-4.82, 2.10, 3.41)  -0.4929
C (0.81, 6.69, 1.62)  -0.2348
H (2.18, 3.88, -4.88)  0.4344
H (-1.13, 1.23, -4.21)  0.4617
H (2.75, 10.02, 1.85)  0.3569
C (0.74, -6.56, -0.09)  -0.9336
C (-4.60, 2.41, -3.15)  0.3724
C (0.43, -3.76, 0.70)  0.8998
H (-0.18, 3.26, -5.29)  0.4242
H (-0.35, -6.49, -0.08)  0.1170
F (-4.09, 3.20, -2.19)  -0.1090
C (-2.15, 4.22, 0.62)  -0.5583
C (0.82, 7.44, 2.78)  0.3537
H (1.47, 9.18, 3.82)  0.4320
H (-2.58, -0.29, 4.28)  0.4586
H (-3.15, -5.94, -1.55)  0.3475
H (-6.32, 1.93, -1.99)  0.4291
H (8.05, -2.47, 3.59)  0.3636
F (0.12, 6.99, 3.85)  -0.3154
C (-3.89, 2.25, -4.32)  -0.5686
H (2.18, -3.19, -1.35)  -0.2409
C (1.50, -2.41, -1.01)  0.6918
H (3.64, -6.56, -0.98)  0.3637
H (1.02, -7.57, 0.21)  0.4235
H (2.23, -2.46, 1.10)  0.5276
N (-0.28, -3.84, -0.60)  0.1777
C (-0.50, -3.52, 1.90)  -1.5253
H (-6.03, 0.14, -5.89)  0.3781
H (-6.35, 0.69, 6.08)  0.3732
H (0.28, -0.15, -2.72)  0.3081
C (-3.69, 1.31, 3.40)  0.6847
F (8.09, -6.12, 0.98)  -0.3185
C (-5.81, 1.78, -2.93)  -0.5607
C (-2.87, -4.36, 1.21)  -0.8580
C (7.04, -4.15, 0.26)  -0.6057
C (3.15, -5.14, 0.60)  -0.0644
H (-3.87, 1.29, -6.23)  0.3689
H (2.83, -5.13, -1.58)  0.4088
H (-4.93, 2.88, 2.66)  0.3840
C (-5.60, 0.86, 5.32)  -0.6175
C (6.68, -2.83, 0.52)  -0.2620
H (6.77, -1.20, 1.91)  0.3984
C (-5.78, 1.87, 4.38)  -0.3480
C (0.44, 2.65, -4.64)  -0.6063
H (-1.46, 6.23, -2.03)  0.4701
C (3.55, -5.48, -0.84)  -1.2625
C (2.55, 2.23, -3.58)  -0.6832
H (6.12, -2.28, -0.23)  0.4673
C (-3.06, -5.53, 0.28)  0.4815
H (-0.91, 2.60, 1.29)  0.5119
F (-2.74, 1.53, 2.46)  -0.1793
C (2.21, 9.09, 1.79)  -0.2517
H (1.83, -1.46, -1.39)  -0.1718
H (0.81, 2.97, -0.48)  0.4716
H (3.72, -5.79, 1.27)  0.6428
C (8.12, -4.26, 2.42)  -0.5347
C (1.52, 7.16, 0.53)  0.0174
C (-6.32, 0.96, -3.93)  -0.3232
H (-3.19, 5.87, -0.27)  0.4741
C (-4.45, 0.08, 5.29)  -0.3337
H (-3.77, -4.31, 1.83)  0.3618
C (-0.07, 3.59, -0.41)  -0.2567
H (-2.83, -3.44, 0.64)  0.5840
C (2.22, 8.36, 0.61)  -0.8212
H (-0.91, -2.51, 1.86)  0.5133
H (3.46, -4.13, 0.85)  0.0610
C (-1.63, -4.53, 2.13)  -0.5699
C (1.32, -2.51, 0.50)  -1.5780
O (-3.21, -5.14, -1.00)  -0.4439
F (2.75, 0.37, -2.14)  -0.3289
C (7.04, -2.22, 1.71)  -0.6779
O (-0.60, -2.29, -2.28)  -0.7275
H (0.26, 5.76, 1.58)  0.3412
C (-0.26, 4.61, -1.33)  0.1236
C (-1.04, 3.40, 0.57)  -0.4517
H (3.59, 2.48, -3.38)  0.4286
H (-1.27, -3.99, -0.62)  0.2095
H (8.67, -4.84, 3.15)  0.4256
H (-4.31, -0.70, 6.02)  0.3681
F (0.68, 4.79, -2.28)  -0.4263
H (0.72, -1.65, 0.81)  0.4570
O (-3.06, -6.69, 0.62)  -0.5531
C (-1.36, 5.44, -1.30)  -0.3895
H (-1.97, -4.41, 3.16)  0.4194
C (-5.62, 0.78, -5.11)  -0.6429
H (1.08, -6.37, -1.11)  0.3583
C (-2.31, 5.24, -0.31)  -0.3532
C (-0.10, 1.52, -4.04)  -0.3689
H (-1.26, -5.55, 2.06)  0.4459
C (1.99, 1.12, -2.98)  0.7617
C (0.68, 0.74, -3.19)  -0.5670
H (-2.95, 2.78, -4.45)  0.5858
C (7.76, -2.94, 2.66)  -0.2256
H (2.77, 8.72, -0.25)  0.3934
C (7.75, -4.84, 1.22)  0.4956
H (6.77, -4.64, -0.66)  0.4885
P (1.39, -5.37, 1.15)  -0.0737
C (1.76, 3.00, -4.41)  -0.3812
C (1.50, 8.63, 2.89)  -0.6239
H (-6.67, 2.47, 4.40)  0.3575
H (0.14, -3.58, 2.78)  0.3382
H (-2.90, 4.06, 1.38)  0.3931
H (4.51, -5.02, -1.08)  0.1538
C (-3.48, 0.30, 4.32)  -0.6575
H (-7.26, 0.46, -3.77)  0.3626

Results
- HOMO-LUMO gap (eV) = 8.7

***

Number 1: M 1139.3 u. Number 2: M 821.9 u.